5 unconnected molecules or ions with the total composition C30H72N2 at a distorted geometry, computed with ωB97M-V/def2-TZVPD.

Each line ends with the Mulliken charge.
Atoms and positions in Å:
C -1.79724 -0.56423 1.32956  -0.2143
C -0.91094 -1.57963 2.14366  -0.9475
N -0.39022 -0.94943 3.39015  0.2281
C -0.25895 -1.85734 4.58138  -0.5828
C 0.77516 -2.87582 4.29348  -1.1385
C 0.81892 -0.16652 3.10633  0.9738
C 1.13857 0.88941 4.25015  -1.2337
H -1.16007 0.23090 0.81344  -0.3544
H -2.68582 0.08793 1.83749  0.0453
H -2.42531 -1.10379 0.57400  0.3405
H -0.06989 -1.97979 1.59069  0.3590
H -1.70884 -2.24936 2.16508  0.5636
H -1.27702 -2.23423 4.81256  0.4096
H -0.19086 -1.23508 5.50382  0.3811
H 0.61851 -3.39113 3.35636  0.3612
H 0.71101 -3.79267 5.10624  0.2589
H 1.78957 -2.75253 4.13626  0.3977
H 0.59024 0.59757 2.24265  -0.8900
H 1.61282 -0.56959 2.60957  0.2411
H 0.45824 1.81604 4.41573  -0.0627
H 2.12026 1.24905 3.98708  0.5074
H 1.32260 0.27075 5.15441  0.5166
C -5.11540 0.20617 -3.00275  -1.0914
C -3.68979 0.98602 -3.45590  -0.5276
N -2.47359 0.57898 -2.57428  0.4592
C -2.09852 -0.79521 -2.64194  -0.5158
C -1.66591 -1.49162 -3.97278  -1.2481
C -1.37693 1.55254 -2.74079  -0.7037
C -1.60810 2.84273 -1.97838  -0.8791
H -4.85410 -0.95484 -2.89587  0.2251
H -5.92051 0.08266 -3.82451  0.3175
H -5.39228 0.60840 -2.16188  0.4101
H -3.63460 2.03426 -3.56710  0.5102
H -3.55818 0.31712 -4.51359  0.2107
H -2.91359 -1.41319 -1.99998  0.2417
H -1.34236 -0.95436 -1.82093  0.1334
H -1.29835 -2.46503 -3.87036  0.4682
H -0.95293 -0.77322 -4.47789  0.2465
H -2.59579 -1.72049 -4.60958  0.2711
H -0.97891 1.70432 -3.73243  0.2816
H -0.49910 1.26924 -2.24395  0.4417
H -0.95954 3.55616 -2.38014  0.3922
H -1.64121 2.68456 -0.86795  -0.1327
H -2.63717 3.16110 -2.20671  0.5043
C -1.27384 3.02377 2.26379  -0.2597
C -2.49085 2.90943 3.18597  -0.2630
C -2.78921 4.17560 3.77336  -0.5758
C -1.82465 4.58355 5.07700  -1.3422
C -2.15306 6.04495 5.61171  -0.2530
C -1.72405 7.15407 4.67987  -1.4198
H -0.84190 2.11700 1.92117  -0.4108
H -0.37789 3.61493 2.52456  0.3834
H -1.69787 3.58039 1.30015  0.1700
H -2.08396 2.27658 4.01274  0.0019
H -3.48809 2.65300 2.95455  0.4535
H -3.95131 4.13414 4.17981  0.2893
H -2.65190 5.05331 3.09463  0.1757
H -0.93781 4.36388 4.69186  0.6890
H -1.98416 3.82841 5.73169  0.5178
H -1.51662 6.19090 6.65252  0.2405
H -3.24940 5.99362 5.95634  0.2695
H -0.66668 6.93704 4.12021  0.2386
H -1.81683 8.08332 5.02866  0.4212
H -2.09043 6.95382 3.83917  0.5531
C 1.93181 -7.38910 -6.55563  -1.2080
C 2.27310 -6.69090 -5.29163  -0.3576
C 1.42043 -5.39513 -5.06118  -0.9639
C 1.71249 -4.61996 -3.75360  -0.6806
C 1.63991 -5.39475 -2.45514  -0.3649
C 1.66968 -4.43057 -1.26232  -0.9993
H 2.56924 -7.19735 -7.48316  0.2749
H 1.00080 -7.11210 -6.83224  0.4342
H 1.87207 -8.51897 -6.38889  0.2925
H 3.28306 -6.34664 -5.30009  0.3450
H 2.00500 -7.19558 -4.43711  0.2801
H 0.31441 -5.66683 -4.76422  0.2655
H 1.42477 -4.78169 -5.84592  0.5720
H 1.16131 -3.76931 -3.76469  0.4026
H 2.74298 -4.32754 -3.79085  0.3186
H 2.25738 -6.29851 -2.41053  0.3380
H 0.61951 -5.84840 -2.50134  0.2845
H 1.59765 -4.72264 -0.24319  0.4624
H 0.89288 -3.71557 -1.51165  0.1714
H 2.50191 -3.68133 -1.13885  0.1465
C 3.94872 3.51442 -1.47927  -1.3524
C 2.44104 2.93720 -1.49321  -0.1215
C 2.10196 2.51189 -0.03887  -1.0151
C 3.04341 1.42907 0.73825  0.3968
C 3.08215 0.08061 0.03957  -0.5012
C 3.81259 -1.05928 0.76348  -1.8065
H 4.18593 4.06893 -0.64193  0.4210
H 4.27787 4.02970 -2.43621  0.3127
H 4.73753 2.68914 -1.36659  0.2796
H 2.38906 2.01077 -2.23529  0.1817
H 1.61137 3.72878 -1.72292  0.2239
H 1.16365 2.05588 -0.08300  -0.2058
H 2.06687 3.25425 0.57144  1.0107
H 2.48428 1.37777 1.71102  -0.4572
H 4.15397 1.94446 0.65547  0.3408
H 3.42309 -0.13354 -0.95037  0.6020
H 2.07654 -0.14386 -0.28598  0.3062
H 4.69673 -0.70698 0.84738  0.6439
H 3.68114 -1.95530 0.02231  0.1699
H 3.46832 -1.05959 1.71679  0.5019

The calculation puts the HOMO energy at -8.257 eV. The calculation puts the energy above the lowest of the compared OMol25 structures with the same formula, charge and spin at 57.63 kcal per mole. Its multiplicity is 1. For the HOMO-LUMO gap, the calculation gives 9.00 eV.